ORCA calculation (ωB97M-V with the def2-TZVPD basis set) on 9 unconnected molecules or ions with the total composition C3H22BF4O8 in a non-equilibrium geometry.

Element x y z (Å)
B  -0.38305  0.46168  -0.20448
F  0.68267  0.86048  0.61376
F  -1.54854  1.18591  0.14270
F  -0.01587  0.74704  -1.53963
F  -0.63338  -0.90658  -0.10597
C  3.76811  1.81832  2.01715
O  3.25525  1.61150  0.70893
H  3.83943  0.85160  2.52763
H  4.76861  2.23962  1.92271
H  3.12464  2.49046  2.58659
H  2.29900  1.73792  0.72432
C  2.05847  -2.10190  1.61140
O  2.12737  -1.67974  0.26271
H  1.37888  -1.47310  2.19404
H  1.73192  -3.13940  1.65894
H  3.04280  -2.02507  2.09740
H  1.91513  -0.73880  0.27952
C  -1.44634  -4.26905  -1.30803
O  -0.84169  -3.66922  -0.18262
H  -1.90956  -5.19851  -0.97886
H  -2.17366  -3.64678  -1.83296
H  -0.66318  -4.53517  -2.03519
H  -0.66139  -2.74782  -0.41713
O  -3.29706  -0.92136  -1.45992
H  -2.93123  -1.04168  -2.34074
H  -2.56634  -0.53268  -0.96087
O  -2.95409  2.65718  -2.47413
H  -2.87705  2.27737  -1.59199
H  -3.50447  2.03231  -2.95324
O  -0.10747  3.36312  1.42237
H  -0.59496  3.83702  0.74360
H  -0.50574  2.48611  1.43017
O  1.64031  0.38506  -3.61720
H  1.07169  0.39979  -2.83018
H  2.48573  0.71104  -3.29926
O  -3.16221  2.03942  2.77040
H  -2.68063  1.70861  2.00444
H  -3.73209  2.72532  2.41363

## Properties
E: -1154.0334 hartree
total charge: -1
spin multiplicity: 1
energy relative to the best compared isomer or geometry (same formula, charge and spin): 7.3 kJ/mol
LUMO energy: 2.805 eV
orbital gap: 9.82 eV
strongest force on any atom: 1.05 eV/Å

Results of the Mulliken charge analysis, in e, for atoms 1 through 8:
1. B 0.60
2. F -0.41
3. F -0.44
4. F -0.44
5. F -0.38
6. C -0.54
7. O -0.49
8. H 0.18


ORCA calculation (ωB97M-V with the def2-TZVPD basis set) on 8 unconnected molecules or ions with the total composition C3H24N2O7 in a non-equilibrium geometry.

Element x y z (Å)
N  -1.61443  1.41499  0.47152
C  -0.79590  2.59706  0.63002
C  0.47772  2.70890  -0.26405
C  0.41898  2.14071  -1.66522
N  0.30623  0.64860  -1.77381
H  -1.21171  0.58825  0.88149
H  -1.93662  1.24022  -0.46097
H  -1.44519  3.45707  0.44049
H  -0.46451  2.70273  1.66318
H  1.26431  2.22885  0.31075
H  0.69528  3.76310  -0.30955
H  -0.25516  2.66129  -2.34767
H  1.39944  2.34810  -2.11697
H  -0.56985  0.40978  -2.21121
H  0.45542  0.26979  -0.83609
H  -1.91505  -2.80299  -2.73722
H  -0.52514  -3.03533  -2.28309
O  -1.00673  -2.69809  -3.04690
H  0.54626  -3.61888  1.09133
H  -0.94224  -4.13092  1.12506
O  -0.35265  -3.40065  1.31501
H  -3.84415  -0.88434  2.25010
H  -2.30446  -0.69217  2.78686
O  -3.24483  -0.67579  2.96134
H  -0.38925  0.47216  3.01429
H  -0.86782  1.03268  4.38733
O  -0.44841  0.28517  3.95625
H  2.35713  0.49908  -2.30752
H  3.71393  -0.07439  -2.75303
O  3.17178  0.08312  -1.97389
H  1.02591  -1.17353  0.64947
H  2.04862  -0.15669  0.52798
O  1.14578  -0.23451  0.87744
H  2.46665  -2.89757  -0.75217
H  1.03531  -2.40501  -1.11493
O  1.60537  -2.67083  -0.38559

## Properties
E: -764.8467 hartree
spin multiplicity: 1
energy relative to the best compared isomer or geometry (same formula, charge and spin): 246.8 kJ/mol
LUMO energy: -0.007 eV
orbital gap: 8.47 eV
strongest force on any atom: 1.57 eV/Å

Results of the Mulliken charge analysis, in e, for atoms 1 through 8:
1. N -0.43
2. C -0.64
3. C -0.32
4. C -0.77
5. N -0.44
6. H 0.07
7. H 0.24
8. H 0.39


ORCA calculation (ωB97M-V with the def2-TZVPD basis set) on 9 unconnected molecules or ions with the total composition C3H24N6O9 in a non-equilibrium geometry.

Element x y z (Å)
O  -2.29163  -1.68332  -1.46280
H  -1.34685  -1.83291  -1.49812
H  -2.66654  -2.39217  -1.98552
O  0.02405  -0.32663  0.43986
H  0.03217  -1.20122  0.05094
H  -0.18347  -0.47608  1.36227
O  0.23765  2.65278  0.07795
H  0.04739  1.71596  0.12682
H  -0.26702  3.03786  0.79437
O  -1.27490  -0.97143  2.96309
H  -1.96932  -0.51537  2.48766
H  -1.72448  -1.68056  3.42270
O  1.34868  -2.36474  3.44851
H  1.92795  -1.69930  3.81981
H  0.46601  -2.03038  3.60768
O  -0.26151  1.86181  2.94096
H  0.59387  1.44148  3.02980
H  -0.89157  1.15056  3.05663
C  0.38023  -1.56155  -3.37957
O  0.37941  -1.34483  -2.15999
N  -0.30465  -0.95907  -4.27987
N  0.69250  -2.72582  -3.81840
H  -0.95327  -0.21691  -4.05942
H  -0.03655  -1.08254  -5.24577
H  1.00629  -3.44177  -3.17884
H  0.48084  -2.95656  -4.77865
C  2.73238  0.97128  2.90711
O  1.81299  0.29205  3.35198
N  3.77213  1.21578  3.61020
N  2.60544  1.76270  1.88556
H  4.45926  1.69849  3.04900
H  4.00131  0.68973  4.44137
H  1.71026  1.73380  1.41874
H  3.29796  2.45699  1.64367
C  -2.15174  1.59508  -2.54301
O  -2.20735  2.71839  -3.07810
N  -1.70202  1.30148  -1.41913
N  -2.78010  0.49732  -2.91524
H  -1.23312  2.04241  -0.91788
H  -1.60386  0.33653  -1.13748
H  -3.34016  0.61681  -3.74720
H  -2.81864  -0.32613  -2.33168

## Properties
E: -1134.4380 hartree
spin multiplicity: 1
energy relative to the best compared isomer or geometry (same formula, charge and spin): 280.7 kJ/mol
LUMO energy: 0.145 eV
orbital gap: 9.04 eV
strongest force on any atom: 8.19 eV/Å

Results of the Mulliken charge analysis, in e, for atoms 1 through 8:
1. O -0.73
2. H 0.19
3. H 0.35
4. O -0.48
5. H 0.25
6. H 0.28
7. O -0.72
8. H 0.31


ORCA calculation (ωB97M-V with the def2-TZVPD basis set) on 8 unconnected molecules or ions with the total composition C3H25N2O7S in a non-equilibrium geometry.

Element x y z (Å)
N  -2.37965  0.68185  -0.30941
C  -1.08965  1.59164  -0.46242
C  -0.83513  2.14955  0.94642
S  -1.20943  3.94044  1.03076
C  -0.10044  0.51185  -0.86398
N  -0.61500  -0.42952  -1.83112
H  -3.16117  1.11353  0.17992
H  -2.68305  0.42923  -1.24899
H  -2.11487  -0.21058  0.19318
H  -1.36827  2.33960  -1.22573
H  -1.34415  1.58723  1.75047
H  0.23644  2.11751  1.14228
H  -0.62481  4.27951  -0.08751
H  0.31297  -0.05718  -0.05177
H  0.77553  1.04473  -1.30371
H  -0.62670  -1.41404  -1.61802
H  -0.35843  -0.26539  -2.79058
H  -2.92741  -1.78076  1.82151
H  -1.45724  -1.87050  1.84620
O  -2.17335  -1.43071  1.31785
H  0.78052  -2.67412  3.10271
H  1.05207  -2.35176  1.65651
O  0.29076  -2.52409  2.28405
H  1.12509  -0.53019  3.08568
H  1.88297  -0.41490  1.76060
O  1.80385  -0.01629  2.63790
H  2.74572  0.52760  -1.60507
H  3.48956  1.87327  -1.80006
O  3.10326  1.28821  -1.13352
H  1.98850  -0.73259  -4.35559
H  0.52159  -1.13407  -4.65970
O  1.10627  -0.79152  -3.97568
H  -0.08616  -4.08706  0.15872
H  -0.50062  -4.30779  -1.44703
O  0.10053  -3.98748  -0.77516
H  1.72598  -3.30862  0.32816
H  3.01648  -2.51308  0.34537
O  2.05928  -2.36826  0.36432

## Properties
E: -1163.4287 hartree
total charge: +1
spin multiplicity: 1
LUMO energy: -2.579 eV
orbital gap: 9.37 eV
strongest force on any atom: 3.41 eV/Å

Results of the Mulliken charge analysis, in e, for atoms 1 through 8:
1. N -0.25
2. C -0.03
3. C -0.89
4. S -0.16
5. C -0.65
6. N -0.40
7. H 0.34
8. H 0.41


ORCA calculation (ωB97M-V with the def2-TZVPD basis set) on 11 unconnected molecules or ions with the total composition C3H27NO11S2 in a non-equilibrium geometry.

Element x y z (Å)
S  -0.79920  2.39757  -3.17227
S  -0.76369  1.62464  -1.28697
C  -1.44473  -0.05678  -1.38050
C  -0.80882  -0.85593  -0.31060
N  0.55832  -1.20513  -0.72298
C  1.25398  -1.98097  0.12017
O  2.45920  -2.12135  -0.09172
H  -1.96981  2.95882  -3.38283
H  -2.62337  -0.19923  -1.32803
H  -1.19230  -0.67910  -2.26934
H  -1.42108  -1.78362  -0.09903
H  -0.57720  -0.18336  0.64895
H  1.04460  -0.65501  -1.43883
H  0.88432  -2.59863  0.84178
H  1.40683  3.19869  0.65476
H  1.82252  1.90471  0.18116
O  1.27196  2.27809  0.87550
H  -2.38356  1.55288  3.15176
H  -1.33567  1.63074  2.03658
O  -2.29783  1.33041  2.26887
H  -3.42038  1.40706  0.63261
H  -4.71023  2.40531  0.42527
O  -4.30068  1.49463  0.39107
H  0.49750  -2.05908  -3.11126
H  1.92579  -2.31312  -3.70068
O  1.43543  -1.67758  -3.10005
H  4.41178  2.76064  -0.98095
H  4.26813  1.29258  -0.41386
O  4.11983  2.22593  -0.29719
H  -0.21783  3.04887  4.24692
H  -0.75277  1.65694  4.20397
O  -1.11235  2.52827  4.36456
H  -3.25242  -1.14977  1.26754
H  -4.53852  -0.74006  0.46556
O  -3.86176  -1.47154  0.53917
H  2.16850  -0.65219  3.09016
H  1.78338  0.67893  2.56309
O  1.42785  -0.09725  3.03563
H  -0.99846  -4.69537  -2.21392
H  0.36925  -4.83189  -2.29502
O  -0.32103  -4.25017  -2.61680
H  3.46431  -0.66863  -1.04028
H  4.19935  -1.03814  -0.00248
O  4.33089  -0.41185  -0.74947

## Properties
E: -1809.2014 hartree
spin multiplicity: 1
energy relative to the best compared isomer or geometry (same formula, charge and spin): 126.1 kJ/mol
LUMO energy: 0.247 eV
orbital gap: 9.52 eV
strongest force on any atom: 5.34 eV/Å

Results of the Mulliken charge analysis, in e, for atoms 1 through 8:
1. S -0.28
2. S 0.11
3. C -0.67
4. C -0.69
5. N 0.44
6. C -0.47
7. O -0.77
8. H 0.13


ORCA calculation (ωB97M-V with the def2-TZVPD basis set) on 11 unconnected molecules or ions with the total composition C3H28NO11S2 in a non-equilibrium geometry.

Element x y z (Å)
N  0.00196  1.47792  1.27383
C  0.71133  1.19089  0.03815
C  0.45942  -0.22421  -0.51435
O  1.42423  -1.19066  -0.01750
C  2.24487  1.48485  0.11982
S  2.67963  2.88523  1.17494
S  1.30291  4.38898  0.54402
H  -0.98466  1.25896  1.20775
H  0.31397  1.13047  2.16804
H  0.33632  1.92849  -0.67133
H  -0.48216  -0.62321  -0.19831
H  0.84524  -0.18718  -1.53273
H  2.53479  1.64451  -0.93384
H  2.84015  0.58761  0.30691
H  0.38348  4.17871  1.51306
H  4.65017  -0.00846  1.76451
H  3.77792  -1.07914  1.36785
O  4.49687  -0.55531  0.98005
H  -1.32649  0.06201  -2.22047
H  -1.92310  -0.33758  -3.44875
O  -1.33706  0.40367  -3.13659
H  -0.15090  -0.62688  3.79033
H  -1.39055  -0.25492  4.17433
O  -0.57668  -0.52190  4.66672
H  -4.59829  -1.32731  0.40140
H  -3.16128  -0.82689  -0.19741
O  -3.83218  -0.77896  0.56721
H  1.48547  -1.24435  0.94223
H  -1.81738  -1.95493  -0.39029
O  -2.03764  -1.42214  -1.15746
H  -3.13180  0.28397  2.31814
H  -3.45713  -0.83983  3.17960
O  -2.91759  -0.03944  3.20800
H  -2.78635  -1.59307  -2.37371
H  -2.53855  -2.50187  -3.56261
O  -3.07063  -1.71785  -3.38383
H  0.92879  0.86126  -3.44479
H  1.13411  2.33843  -3.55961
O  1.63321  1.51498  -3.57787
H  0.23441  -1.74532  -3.05084
H  0.18826  -2.59679  -4.26317
O  0.76852  -2.40658  -3.51825
H  2.29125  0.25559  2.63779
H  2.05265  -0.76548  3.84907
O  1.80050  -0.50629  2.95993

## Properties
E: -1809.8989 hartree
total charge: -1
spin multiplicity: 1
energy relative to the best compared isomer or geometry (same formula, charge and spin): 0.0 kJ/mol
LUMO energy: 2.044 eV
orbital gap: 8.11 eV
strongest force on any atom: 3.35 eV/Å

Results of the Mulliken charge analysis, in e, for atoms 1 through 8:
1. N -0.34
2. C -0.03
3. C 0.32
4. O -0.65
5. C -0.64
6. S -0.12
7. S -0.26
8. H 0.18


ORCA calculation (ωB97M-V with the def2-TZVPD basis set) on a molecular structure, C3H28NO12 in a non-equilibrium geometry.

Element x y z (Å)
C  1.08565  -0.14231  0.16718
C  0.56896  0.79482  -0.91335
O  1.06400  2.08234  -0.69631
N  0.63096  -1.49076  -0.10824
C  -0.82459  -1.70079  -0.28974
O  -1.38668  -1.40463  0.96496
H  0.90763  0.27226  1.17705
H  2.23036  -0.14759  0.04682
H  0.94050  0.69259  -1.97596
H  -0.52770  0.64218  -0.93033
H  0.45427  2.83933  -0.68688
H  1.03391  -2.17533  0.50188
H  -1.20932  -1.03039  -1.10699
H  -1.06498  -2.69973  -0.64036
H  -2.12642  3.11213  -0.94084
H  -1.51833  3.60642  0.31729
O  -1.25945  3.59332  -0.62429
H  2.57673  0.84776  2.35832
H  4.18016  0.73217  1.98223
O  3.37797  0.34220  2.30186
H  -2.16869  1.54443  -2.46007
H  -3.05962  1.05837  -1.51390
O  -3.16091  1.38870  -2.45501
H  0.74425  -0.61373  3.85348
H  0.68809  -1.48462  2.57734
O  1.15354  -1.38580  3.41824
H  -2.00439  0.09343  -3.15450
H  -0.56623  -0.73664  -3.19851
O  -1.33913  -0.39825  -3.63808
H  -2.27361  1.13552  2.42144
H  -1.58801  -0.15903  2.29780
O  -1.48717  0.67425  2.78050
H  -0.11330  -3.64019  1.15579
H  -1.28288  -2.88289  1.82917
O  -0.87957  -3.79000  1.73074
H  -2.31220  -0.55585  0.50521
H  -3.84794  0.46335  -0.07110
O  -2.89894  0.40894  0.03796
H  1.76999  -1.98334  -2.87967
H  2.15804  -2.26626  -1.38767
O  2.48098  -1.93474  -2.24524
H  3.73868  1.60299  -0.77474
H  3.18489  2.64821  0.20717
O  3.93050  2.04714  0.05935

## Properties
E: -1088.7273 hartree
total charge: -1
spin multiplicity: 1
energy relative to the best compared isomer or geometry (same formula, charge and spin): 149.6 kJ/mol
LUMO energy: 2.554 eV
orbital gap: 8.39 eV
strongest force on any atom: 3.57 eV/Å

Results of the Mulliken charge analysis, in e, for atoms 1 through 8:
1. C 0.15
2. C 0.14
3. O -0.45
4. N -0.19
5. C -0.76
6. O -0.69
7. H -0.34
8. H 0.45